The following is a quantum chemistry calculation of C15H31ClI2NP2Ru as an isolated structure in a non-equilibrium geometry, from OMol25.

XYZ file:
```
53
Properties=species:S:1:pos:R:3:forces:R:3
I 1.533704 -1.536274 -3.704916 2.1 1.0 -1.6
I -0.405471 -2.732950 -2.249912 -2.5 -0.9 1.5
Ru -0.274658 0.022121 0.317395 0.3 -0.6 -0.8
P 1.175778 -1.383060 1.201736 1.9 -1.1 0.9
C 0.319327 -2.632251 2.171160 0.1 -0.1 0.1
C 2.203226 -2.344880 0.073199 -0.1 -0.2 -0.1
H 2.804838 -3.044301 0.661401 0.1 0.1 -0.1
H 2.894548 -1.412745 2.848954 0.1 0.1 0.0
H 2.819321 -1.671357 -0.523751 0.1 -0.1 0.2
H 2.956820 0.084143 1.859227 0.0 -0.1 0.1
H -0.334279 -3.204796 1.515408 -0.1 -0.1 0.1
H 1.544930 -2.894688 -0.613035 0.5 0.1 0.5
C 2.307330 -0.617473 2.386189 0.0 -0.2 0.0
H 1.080723 -3.273487 2.606089 -0.1 -0.3 0.2
H 1.729895 -0.088822 3.146712 0.2 0.0 0.0
H -0.250284 -2.148063 2.966097 0.2 -0.3 -0.2
P -0.965536 1.494891 -1.207599 -0.7 2.2 -1.7
C -2.766026 1.468973 -1.226020 -0.1 0.0 -0.2
C -0.593149 3.257388 -0.947982 0.1 -0.2 0.2
H 0.622008 1.266410 -2.999854 -0.2 0.2 0.0
H -0.921275 1.986457 -3.566705 0.0 -0.2 0.1
H -0.786179 0.219888 -3.229191 -0.2 0.3 -0.1
C -0.466826 1.221284 -2.928874 0.0 -0.2 0.0
H 0.486797 3.422212 -0.993001 -0.2 0.0 0.0
H -1.088835 3.817786 -1.744554 0.1 0.0 0.0
H -3.109327 2.274051 -1.878516 -0.2 -0.1 0.0
H -3.132337 1.628813 -0.210415 -0.1 0.0 -0.1
H -0.983747 3.583581 0.019742 0.1 0.0 -0.1
H -3.100123 0.501986 -1.606219 -0.2 0.1 0.0
Cl 1.779105 0.784826 -0.647065 0.6 0.1 -0.4
C -2.713067 -0.234624 5.097560 0.1 0.1 0.4
N -2.180457 -0.934534 3.884687 0.2 0.0 -0.1
C -2.882807 -2.256161 3.775970 0.3 -0.3 0.0
C -2.276015 -0.073551 2.599569 -1.4 0.0 0.6
C -1.442136 1.149773 2.715981 1.0 0.6 -0.5
C -1.748496 2.227218 3.561759 0.0 0.0 0.2
C -0.859426 3.290565 3.699725 -0.4 0.5 -0.1
C 0.294702 3.338949 2.925267 0.7 -0.3 -0.4
C 0.631052 2.267030 2.085056 -0.4 0.3 0.0
C -0.270041 1.195859 1.894703 -0.9 0.9 1.6
H -3.715359 0.120621 4.868276 0.0 0.0 0.0
H -2.060834 0.596979 5.368181 -0.2 -0.2 -0.1
H -2.761243 -0.952608 5.926457 0.1 0.2 -0.3
H -1.173498 -1.084526 4.060390 -0.5 0.0 -0.1
H -3.944157 -2.065570 3.624382 0.1 0.0 0.0
H -2.480669 -2.840954 2.944794 -0.1 0.2 0.1
H -2.728175 -2.800342 4.720554 -0.1 0.2 -0.4
H -1.954239 -0.675054 1.717058 -0.3 0.0 0.8
H -3.351578 0.178301 2.499534 0.4 -0.4 0.1
H -2.695405 2.278524 4.114510 0.4 -0.2 -0.2
H -1.085776 4.123236 4.382520 0.0 -0.5 -0.4
H 0.936092 4.238496 2.916080 -0.3 -0.7 0.3
H 1.569965 2.279278 1.538763 -0.3 0.2 0.0
```
Forces are in eV/Å.

As for the multiplicity: 6. As for the total energy: -67414.429 eV. Its total charge is +2. For the HOMO-LUMO gap (alpha / beta), the calculation gives 6.46 / 5.64 eV. The HOMO energy (alpha / beta) comes out at -0.4712 / -0.5292 Ha.